A molecular structure, C31H35N9O4Sr at a distorted geometry, computed with wB97M-V/def2-TZVPD.

For the largest force on an atom, the calculation gives 1.7 eV Å⁻¹. As for the LUMO energy: -6.015 eV. The HOMO energy comes out at -14.0 eV. The value obtained for the orbital gap is 7.9 eV. The value obtained for the energy above the lowest of the compared OMol25 structures with the same formula, charge and spin is 0.821 eV. The net charge is +2.

Positions of all 80 atoms, in Å:
Sr: 0.1056 -0.1542 -0.2198
N: -1.8598 -1.1998 1.2124
C: -2.8839 -0.1870 1.5560
C: -2.2806 1.0926 2.1363
N: -1.4344 1.8763 1.2147
C: -0.5544 2.7729 1.9989
C: 0.6543 2.1162 2.6409
N: 1.4984 1.4556 1.6278
C: -2.2457 2.7925 0.3797
C: -3.2157 2.1830 -0.6143
N: -2.5186 1.2651 -1.5238
H: -2.3255 -1.9323 0.6855
H: -1.5437 -1.6581 2.0622
H: -3.5998 -0.5707 2.2874
H: -3.4259 0.0304 0.6435
H: -1.6720 0.8116 2.9989
H: -3.0978 1.7200 2.5187
H: -1.1337 3.2827 2.7809
H: -0.1858 3.5493 1.3255
H: 0.3578 1.3804 3.3832
H: 1.1932 2.9004 3.1792
H: 2.1783 0.8636 2.0965
H: 2.0433 2.1750 1.1612
H: -1.5418 3.4014 -0.1933
H: -2.8184 3.4715 1.0273
H: -3.6831 3.0213 -1.1403
H: -4.0248 1.6565 -0.1126
H: -1.9126 1.8192 -2.1226
H: -3.1963 0.8311 -2.1416
O: 0.0517 0.9775 -8.1372
N: 0.8330 0.9659 -7.2150
O: 2.0225 1.2092 -7.2797
C: 0.3025 0.5602 -5.8956
C: -0.6881 -0.3526 -5.9046
C: -1.1587 -0.9235 -4.6863
C: -2.0930 -1.9739 -4.6887
C: -2.4218 -2.5761 -3.5023
C: -1.8101 -2.1127 -2.3342
N: -0.9624 -1.1026 -2.2936
C: -0.6324 -0.4939 -3.4535
C: 0.3348 0.5895 -3.4466
N: 0.7579 1.0652 -2.2542
C: 1.6613 2.0278 -2.2325
C: 2.2212 2.5796 -3.3815
C: 1.8090 2.1136 -4.6047
C: 0.8422 1.0879 -4.6696
H: -1.0926 -0.6973 -6.8472
H: -2.5215 -2.3091 -5.6249
H: -3.1187 -3.4011 -3.4651
H: -2.0259 -2.6067 -1.3932
H: 1.9583 2.3873 -1.2524
H: 2.9550 3.3695 -3.3079
H: 2.2319 2.5249 -5.5063
O: 0.6062 -0.9204 7.9091
C: 1.3583 -1.8546 7.3081
O: 1.9425 -2.6780 7.9433
C: 1.4310 -1.8267 5.8007
C: 0.5010 -1.1975 4.9828
C: 0.6579 -1.2328 3.6078
C: 1.7306 -1.8926 3.0134
C: 2.6664 -2.5184 3.8432
C: 2.5045 -2.4916 5.2141
N: 1.7877 -1.8788 1.5970
C: 2.5715 -2.6829 1.0022
C: 2.7417 -2.7486 -0.4484
C: 3.6328 -3.6951 -0.9463
C: 3.8333 -3.7950 -2.3124
C: 3.1310 -2.9329 -3.1337
C: 2.2615 -2.0193 -2.5526
N: 2.0527 -1.9139 -1.2430
H: 0.2451 -0.2676 7.3046
H: -0.3701 -0.7037 5.4011
H: -0.0444 -0.7469 2.9495
H: 3.5312 -3.0240 3.4364
H: 3.2087 -2.9901 5.8669
H: 3.1829 -3.4036 1.5470
H: 4.1651 -4.3428 -0.2619
H: 4.5209 -4.5220 -2.7222
H: 3.2539 -2.9583 -4.2076
H: 1.7192 -1.3381 -3.1883

Atomic partial charges in e from the Mulliken method, atoms 1 to 4:
1 Sr 1.789
2 N -0.456
3 C -1.086
4 C -1.009



A molecular structure, C31H36Br2N9O4PPb, computed with wB97M-V/def2-TZVPD.

For the largest force on an atom, the calculation gives 0.9 eV Å⁻¹. As for the LUMO energy: 0.283 eV. The HOMO energy comes out at -7.4 eV. The value obtained for the orbital gap is 7.6 eV. The net charge is 0.

Positions of all 84 atoms, in Å:
Pb: -0.6875 -1.0033 0.0554
O: -1.4140 1.2951 2.0447
N: -0.7814 2.0315 2.8172
N: -0.0179 2.8869 2.2368
O: 0.1378 3.0045 0.9212
C: 0.7195 3.7957 3.0632
C: 0.3362 4.0493 4.3787
C: 1.0779 4.9294 5.1487
C: 2.1915 5.5691 4.6181
C: 2.5565 5.3221 3.3041
C: 1.8228 4.4399 2.5236
H: -0.5342 3.5528 4.7809
H: 0.7793 5.1245 6.1713
H: 2.7639 6.2622 5.2221
H: 3.4189 5.8201 2.8778
H: 2.0899 4.2455 1.4949
C: -4.0375 -0.1106 1.1213
N: -3.3979 0.0790 -0.1748
C: -3.3083 1.5002 -0.5088
C: -4.0674 -0.6505 -1.2474
C: -3.1269 -1.2386 -2.2856
C: -3.6442 -1.5412 -3.5418
C: -2.8583 -2.1767 -4.4938
C: -1.5408 -2.4851 -4.1989
C: -1.0453 -2.1444 -2.9500
C: -1.8021 -1.5384 -1.9571
H: -5.0942 0.1973 1.1186
H: -3.5039 0.4838 1.8637
H: -3.9904 -1.1643 1.4047
H: -4.3045 1.9693 -0.5520
H: -2.8306 1.6083 -1.4848
H: -2.6948 2.0169 0.2290
H: -4.7925 0.0081 -1.7439
H: -4.6406 -1.4774 -0.8194
H: -4.6691 -1.2713 -3.7821
H: -3.2650 -2.4244 -5.4668
H: -0.8962 -2.9595 -4.9296
H: 0.5552 -3.4146 -2.9017
Br: -0.9620 -4.9251 6.5322
C: -0.8832 -4.0600 4.8532
C: -1.7767 -3.0527 4.5505
C: -1.6702 -2.4632 3.3007
N: -0.7602 -2.8158 2.3954
C: 0.1177 -3.7675 2.7178
C: 0.0866 -4.4295 3.9402
C: 1.1829 -4.0910 1.7257
C: 1.3496 -5.3987 1.2854
C: 2.3500 -5.6331 0.3592
Br: 2.6324 -7.3923 -0.2831
C: 3.1368 -4.5964 -0.0952
C: 2.8824 -3.3320 0.4177
N: 1.9381 -3.0753 1.3151
H: -2.5311 -2.7323 5.2551
H: -2.3379 -1.6563 3.0142
H: 0.8163 -5.1910 4.1770
H: 0.7110 -6.1943 1.6410
H: 3.9078 -4.7555 -0.8358
H: 3.4705 -2.4852 0.0821
C: 1.4442 2.4935 -3.8364
N: 1.5420 1.0545 -3.4144
C: 2.8545 0.8221 -2.6938
N: 3.0075 1.7210 -1.5931
C: 2.8439 3.1049 -2.0269
N: 1.5641 3.3470 -2.6903
C: 0.4296 3.3087 -1.7432
P: 0.3092 1.6663 -0.8328
C: 0.4122 0.7679 -2.4862
C: 2.1209 1.4025 -0.4653
H: 0.4826 2.6365 -4.3245
H: 2.2482 2.7049 -4.5421
H: 1.4767 0.3426 -4.1529
H: 3.6546 0.9691 -3.4220
H: 2.8314 -0.2185 -2.3719
H: 3.6532 3.3583 -2.7167
H: 2.9089 3.7555 -1.1552
H: -0.4999 3.4536 -2.2995
H: 0.5297 4.1311 -1.0386
H: -0.5182 0.9286 -3.0373
H: 0.4927 -0.2903 -2.2968
H: 2.2662 0.3545 -0.1872
H: 2.3983 2.0197 0.3870
O: 1.1940 -1.7334 -3.6376
N: 0.4150 -2.4175 -2.7300
O: 0.7743 -2.2272 -1.3980

Atomic partial charges in e from the Mulliken method, atoms 1 to 4:
1 Pb 1.203
2 O -0.152
3 N -0.954
4 N 0.811



Number 2 is which compound? C31H36Br2N9O4PPb